# 1
Here is a molecular structure, C43H35AgBr2IN2O2Te from OMol25. Energies are from wB97M-V/def2-TZVPD.

Last column: Mulliken spin population.
Atoms and positions in Å:
Ag 0.007 -0.227 0.559  0.0067
I 2.661 2.052 -1.050  0.0013
C 1.241 3.543 -0.835  -0.0001
C 1.249 4.793 -0.028  0.0000
C -0.829 6.139 0.439  0.0000
C -1.881 5.953 -0.366  0.0001
C -2.361 4.596 -0.621  0.0006
C -3.678 4.221 -0.371  0.0000
C -3.955 2.899 -0.025  0.0006
C -2.910 2.039 0.272  0.0069
C -1.585 2.459 0.084  0.0008
C -1.358 3.622 -0.651  -0.0012
H 2.253 5.129 0.221  0.0001
H -0.587 7.173 0.674  0.0000
H -2.466 6.814 -0.678  0.0000
H -4.456 4.976 -0.334  0.0000
H -4.977 2.584 0.151  -0.0001
H -3.083 1.078 0.745  -0.0063
C -0.298 2.975 -2.784  -0.0003
C -0.098 3.699 -1.462  -0.0003
C 0.910 4.823 -1.485  0.0002
C 0.198 5.163 1.031  0.0006
C -0.073 3.999 2.032  0.0007
C 0.019 4.404 3.392  -0.0002
Br -0.371 6.234 3.890  0.0000
C 0.359 3.583 4.428  0.0004
C 0.693 2.270 4.110  0.0001
Br 1.294 1.128 5.518  0.0000
C 0.568 1.713 2.838  0.0005
O 0.893 0.502 2.582  0.0040
C -0.030 2.586 1.805  -0.0028
N -0.530 1.864 0.740  0.0026
H 0.563 3.115 -3.442  0.0000
H -1.197 3.339 -3.284  0.0000
H -0.421 1.904 -2.601  0.0001
H 1.328 5.359 -2.320  0.0000
H 0.772 5.839 1.665  0.0000
H 0.393 3.935 5.448  0.0001
C -7.426 -6.224 0.011  0.0021
C -6.164 -5.401 0.011  -0.0064
C -5.012 -5.853 0.635  0.0149
C -3.840 -5.094 0.646  -0.0228
C -2.630 -5.644 1.360  0.0773
C -3.819 -3.851 0.010  0.1698
Te -1.950 -2.586 0.056  0.3868
N 0.191 -2.289 -0.067  0.4031
C 0.961 -3.342 0.100  -0.0052
O 0.607 -4.543 0.133  0.0073
C 2.440 -3.016 0.195  -0.0211
C 3.347 -3.870 -0.426  0.0057
C 4.707 -3.604 -0.387  -0.0002
C 5.177 -2.490 0.296  0.0038
C 4.278 -1.651 0.940  -0.0014
C 2.915 -1.906 0.888  0.0170
C -1.874 -2.981 -2.041  0.0604
C -1.939 -4.304 -2.457  -0.0144
C -1.889 -4.631 -3.803  -0.0011
C -1.778 -3.622 -4.749  0.0014
C -1.705 -2.301 -4.335  -0.0025
C -1.742 -1.957 -2.984  -0.0240
C -1.626 -0.515 -2.581  0.0221
C -4.975 -3.384 -0.626  -0.0974
C -4.987 -2.074 -1.368  0.0158
C -6.128 -4.162 -0.617  0.0105
H -7.261 -7.192 0.485  0.0002
H -7.782 -6.401 -1.006  -0.0005
H -8.227 -5.717 0.554  -0.0006
H -5.018 -6.822 1.126  -0.0028
H -2.699 -6.731 1.447  0.0036
H -2.561 -5.235 2.372  0.0012
H -1.693 -5.391 0.860  -0.0073
H 2.959 -4.746 -0.932  0.0011
H 5.404 -4.268 -0.887  0.0000
H 6.240 -2.280 0.331  0.0003
H 4.632 -0.787 1.489  0.0003
H 2.229 -1.244 1.407  0.0045
H -2.023 -5.092 -1.721  -0.0005
H -1.932 -5.670 -4.108  -0.0007
H -1.744 -3.860 -5.805  0.0001
H -1.611 -1.510 -5.071  -0.0003
H -1.609 0.134 -3.458  0.0013
H -0.708 -0.354 -2.009  -0.0063
H -2.452 -0.205 -1.936  -0.0057
H -4.494 -1.284 -0.800  -0.0088
H -6.009 -1.760 -1.584  0.0004
H -4.448 -2.167 -2.316  0.0005
H -7.020 -3.792 -1.117  0.0033

Force components x, y, z for each atom (eV/Å):
Ag 0.261 0.173 0.005
I -0.042 0.049 0.010
C -0.139 0.086 -0.050
C 0.054 -0.056 -0.099
C -0.019 0.058 -0.007
C 0.037 0.099 0.008
C -0.023 -0.123 -0.013
C -0.013 0.019 -0.010
C -0.074 0.025 -0.017
C 0.052 -0.051 0.013
C -0.064 -0.031 -0.020
C -0.122 -0.033 0.088
H -0.004 -0.001 -0.008
H -0.014 0.010 0.005
H 0.001 0.009 0.002
H -0.004 0.009 0.001
H -0.005 0.007 0.001
H 0.006 -0.009 0.003
C 0.041 -0.053 0.042
C 0.222 -0.011 -0.091
C -0.003 -0.062 0.073
C 0.010 0.016 0.042
C 0.012 0.032 0.058
C 0.010 0.013 0.032
Br -0.001 0.021 0.005
C -0.022 0.074 -0.010
C 0.035 -0.035 0.067
Br -0.004 0.016 0.010
C 0.026 -0.129 -0.038
O 0.005 0.123 0.020
C -0.008 -0.082 0.009
N 0.166 -0.116 -0.017
H 0.013 -0.012 0.004
H -0.009 0.018 -0.005
H 0.013 0.104 -0.004
H 0.026 0.000 -0.028
H -0.025 -0.044 -0.011
H -0.001 0.012 -0.007
C -0.017 -0.009 -0.001
C 0.013 0.003 0.004
C -0.011 0.000 -0.014
C 0.047 0.024 0.024
C 0.021 -0.031 0.015
C 0.101 -0.120 0.085
Te -0.260 -0.180 -0.253
N -0.360 0.358 0.158
C -0.037 -0.287 -0.037
O 0.148 0.121 -0.010
C 0.028 -0.094 -0.021
C -0.071 -0.020 0.006
C 0.027 -0.026 -0.023
C 0.033 0.017 0.010
C 0.045 0.035 0.007
C -0.064 0.053 0.046
C 0.013 0.015 0.053
C 0.003 -0.030 0.044
C 0.004 -0.025 -0.080
C -0.011 -0.041 -0.011
C 0.014 0.021 0.008
C 0.030 0.065 0.037
C -0.028 -0.018 -0.067
C 0.013 0.011 -0.070
C -0.051 0.027 -0.051
C -0.014 0.008 0.014
H -0.003 -0.009 0.002
H -0.007 -0.004 -0.004
H -0.007 -0.001 0.002
H 0.001 -0.009 0.001
H 0.001 0.008 0.020
H 0.005 0.010 0.006
H 0.005 -0.018 -0.029
H 0.004 0.009 0.001
H -0.002 0.000 -0.001
H 0.002 0.000 0.002
H -0.001 0.004 0.005
H 0.040 -0.026 -0.007
H -0.003 -0.004 0.028
H -0.002 0.005 -0.006
H 0.003 -0.006 0.001
H -0.001 -0.001 0.001
H -0.016 -0.028 0.014
H 0.007 0.015 -0.008
H 0.003 0.012 0.001
H -0.012 0.016 0.015
H -0.002 0.009 -0.015
H -0.027 0.011 0.039
H 0.000 0.004 0.000

## Properties
Multiplicity   2
Frontier orbital gap (alpha / beta)   0.179 / 0.178 Ha
Charge   -2
DFT total energy   -7780.158405 a.u.
Energy above the lowest of the compared OMol25 structures with the same formula, charge and spin   391.1 kJ/mol
HOMO energy (alpha / beta)   -1.000 / -1.001 eV


# 2
Here is a molecular structure, C15H23IrN4OSSe3SiTe in a non-equilibrium geometry from OMol25. Energies are from wB97M-V/def2-TZVPD.

Last column: Mulliken spin population.
Atoms and positions in Å:
Ir -0.328 -0.384 0.290  0.6357
Se -1.184 -1.508 -1.518  0.1784
Se -2.530 -3.293 -0.627  0.0468
Te -2.454 -3.282 1.776  -0.0755
Se -0.973 -1.381 2.314  0.1190
N 2.534 1.124 -0.966  -0.0017
C 2.784 -0.166 -0.648  -0.0324
N 1.869 -1.000 -0.245  -0.0075
C 2.415 -2.271 -0.034  0.0099
C 1.711 -3.410 0.341  -0.0003
C 2.406 -4.595 0.512  0.0008
C 3.785 -4.660 0.316  0.0001
C 4.494 -3.536 -0.071  0.0000
C 3.793 -2.353 -0.244  -0.0040
S 4.403 -0.799 -0.753  0.0021
H 1.567 1.393 -1.069  0.0104
H 3.214 1.644 -1.493  -0.0033
H 0.638 -3.368 0.475  -0.0033
H 1.868 -5.490 0.798  -0.0001
H 4.305 -5.597 0.457  0.0000
H 5.562 -3.583 -0.236  0.0001
C -2.286 2.245 1.686  0.0025
Si -2.288 1.040 0.240  0.0531
C -2.221 2.060 -1.333  0.0290
C -3.928 0.139 0.297  0.0041
H -3.242 2.775 1.713  0.0006
H -1.504 2.999 1.579  -0.0023
H -2.158 1.746 2.650  0.0002
H -3.060 2.762 -1.350  0.0066
H -2.287 1.437 -2.227  -0.0004
H -1.298 2.642 -1.400  -0.0046
H -4.727 0.874 0.158  -0.0001
H -4.095 -0.343 1.264  0.0007
H -4.035 -0.610 -0.486  -0.0024
N 0.597 1.085 1.460  0.0141
C 1.038 1.850 2.203  0.0162
N 1.563 2.734 3.008  0.0049
C 2.327 2.305 4.194  0.0012
C 3.404 3.341 4.457  0.0004
O 2.835 4.629 4.582  0.0000
C 2.209 5.036 3.382  -0.0002
C 1.050 4.116 3.046  0.0010
H 2.761 1.326 3.995  0.0003
H 1.652 2.234 5.050  0.0001
H 4.140 3.329 3.644  -0.0001
H 3.912 3.121 5.394  0.0000
H 2.935 5.040 2.559  -0.0001
H 1.847 6.050 3.536  0.0001
H 0.622 4.358 2.074  -0.0004
H 0.270 4.190 3.808  0.0003

Force components x, y, z for each atom (eV/Å):
Ir 0.149 1.013 0.252
Se -0.425 -0.770 0.306
Se 0.317 0.371 -0.713
Te 0.321 0.403 0.581
Se -0.599 -0.595 -0.292
N 0.036 0.062 0.067
C -0.019 0.015 -0.108
N 0.061 -0.082 -0.126
C -0.043 -0.024 0.052
C 0.003 -0.016 0.005
C -0.029 -0.009 0.003
C 0.015 0.016 -0.009
C -0.006 -0.011 0.016
C -0.004 0.005 -0.024
S -0.019 0.010 0.011
H 0.002 -0.006 -0.010
H -0.002 -0.016 -0.014
H 0.007 0.016 0.018
H 0.002 0.011 0.001
H -0.005 0.002 -0.002
H -0.004 0.006 -0.003
C 0.043 -0.007 0.036
Si 0.090 -0.234 0.037
C 0.065 -0.009 -0.033
C -0.014 0.001 0.030
H -0.001 -0.029 -0.029
H 0.008 -0.008 0.013
H 0.004 0.007 -0.021
H 0.021 0.003 0.012
H -0.016 -0.008 0.012
H -0.014 0.008 0.002
H 0.007 -0.006 0.021
H 0.012 0.002 -0.007
H -0.001 -0.008 -0.029
N 0.021 -0.172 -0.070
C 0.025 0.134 0.099
N -0.002 -0.054 -0.056
C -0.018 -0.010 -0.053
C -0.009 0.003 0.009
O 0.004 0.005 -0.003
C -0.008 0.005 0.023
C -0.006 -0.071 -0.027
H 0.018 -0.002 0.009
H -0.001 0.003 0.008
H 0.002 0.002 -0.013
H -0.003 0.012 0.010
H 0.007 -0.009 -0.008
H 0.003 0.005 0.015
H 0.008 0.024 -0.007
H -0.001 0.009 0.009

## Properties
Multiplicity   2
Frontier orbital gap (alpha / beta)   0.163 / 0.186 Ha
Charge   +1
DFT total energy   -9143.817675 a.u.
Energy above the lowest of the compared OMol25 structures with the same formula, charge and spin   0.0 kJ/mol
HOMO energy (alpha / beta)   -9.964 / -10.469 eV


# 3
Here is 12 unconnected molecules or ions with the total composition H24O12 in a non-equilibrium geometry from OMol25. Energies are from wB97M-V/def2-TZVPD.

Last column: natural (NBO) charge in e.
Atoms and positions in Å:
O -21.860 4.943 9.273  -0.9841
H -22.283 4.865 10.118  0.4633
H -22.102 4.198 8.687  0.4968
O -24.228 2.159 3.722  -0.9399
H -24.117 2.525 4.545  0.4710
H -23.420 1.602 3.591  0.4719
O -22.314 2.826 7.439  -1.0220
H -23.081 3.190 7.006  0.5135
H -21.544 3.131 6.967  0.5052
O -19.920 0.370 7.611  -0.9865
H -19.945 1.083 8.261  0.4856
H -20.651 -0.185 7.787  0.4862
O -20.391 1.917 9.695  -0.9535
H -21.158 2.299 10.107  0.4935
H -19.736 1.736 10.325  0.4848
O -19.936 3.898 6.277  -0.9578
H -19.799 4.802 6.497  0.4932
H -19.102 3.457 6.105  0.5052
O -21.087 4.469 3.979  -0.9674
H -20.780 4.366 4.852  0.4741
H -20.375 4.165 3.377  0.4674
O -24.492 0.864 6.371  -0.9614
H -25.267 0.341 6.598  0.4919
H -24.377 0.393 5.574  0.4970
O -21.716 0.929 5.507  -0.9533
H -21.361 1.000 6.378  0.4854
H -22.584 1.252 5.679  0.4450
O -25.010 2.742 8.212  -0.9523
H -24.596 1.980 7.807  0.4804
H -24.940 2.494 9.125  0.4647
O -23.974 4.400 5.928  -0.9450
H -24.594 4.817 6.485  0.4816
H -23.744 5.148 5.429  0.4832
O -22.574 0.216 8.252  -0.9854
H -23.139 0.242 7.480  0.4825
H -22.174 1.050 8.321  0.4854

Force components x, y, z for each atom (eV/Å):
O 0.598 0.231 -0.754
H -0.464 -0.256 0.348
H -0.196 0.038 0.464
O 0.666 -2.594 -3.278
H 0.331 1.806 3.160
H -0.930 0.905 -0.017
O 0.266 -0.351 1.305
H -0.494 0.595 -0.468
H 0.678 0.239 -0.573
O 1.952 0.942 -1.009
H -0.234 -0.289 0.076
H -1.311 -0.981 0.592
O -0.875 0.354 -1.485
H -0.224 0.327 0.376
H 1.153 -0.286 1.583
O -0.524 -1.150 0.152
H 0.628 1.100 0.540
H 0.189 0.069 0.079
O -0.454 0.380 -2.898
H 0.806 -0.634 1.415
H -0.745 0.258 0.776
O -1.037 -0.533 0.746
H -0.641 0.416 1.080
H 1.136 -0.347 -2.332
O 0.016 -0.427 -1.570
H 1.322 -0.231 0.940
H -0.908 0.556 -0.155
O -0.266 0.224 -0.060
H 0.139 -0.078 -0.542
H -0.114 0.195 0.976
O 0.173 -1.410 -0.002
H -1.552 0.050 1.666
H 1.237 1.271 -1.803
O -0.790 -2.546 0.841
H -0.115 0.153 -0.156
H 0.582 2.004 -0.014

## Properties
Multiplicity   1
Frontier orbital gap   0.394 Ha
DFT total energy   -917.242698 a.u.
Energy above the lowest of the compared OMol25 structures with the same formula, charge and spin   217.0 kJ/mol
HOMO energy   -10.600 eV